# 1
{"formula": "C25H26AuFN3O8", "method": "ωB97M-V/def2-TZVPD", "species": ["Au", "O", "C", "O", "C", "C", "C", "C", "C", "O", "C", "C", "O", "O", "H", "H", "H", "H", "H", "H", "H", "H", "F", "C", "C", "C", "C", "O", "C", "C", "N", "C", "C", "C", "C", "C", "C", "N", "C", "C", "N", "C", "C", "C", "O", "O", "H", "H", "H", "H", "H", "H", "H", "H", "H", "H", "H", "H", "H", "H", "H", "H", "H", "H"], "coordinates": [[-3.158, -1.590, -0.151], [-2.070, -4.448, -2.797], [-2.847, -3.811, -2.126], [-2.969, -2.543, -2.015], [-3.906, -4.699, -1.285], [-5.189, -3.912, -0.990], [-6.249, -4.869, -0.415], [-5.714, -5.101, 1.020], [-4.417, -4.269, 1.000], [-4.826, -3.154, 0.183], [-3.440, -5.040, 0.112], [-1.795, -4.605, 0.382], [-1.103, -5.585, 0.230], [-1.666, -3.420, 0.668], [-4.050, -5.579, -1.905], [-5.522, -3.251, -1.782], [-7.221, -4.379, -0.402], [-6.330, -5.784, -0.998], [-6.387, -4.688, 1.767], [-5.534, -6.148, 1.256], [-4.050, -3.927, 1.962], [-3.390, -6.101, 0.327], [2.239, 1.472, -3.111], [1.769, 1.756, -1.866], [0.670, 1.066, -1.445], [0.164, 1.261, -0.160], [-1.058, 0.554, 0.235], [-1.627, -0.128, -0.645], [-1.452, 0.735, 1.594], [-0.752, 1.615, 2.366], [0.329, 2.323, 1.976], [0.944, 3.248, 2.900], [1.174, 2.812, 4.312], [2.340, 2.983, 3.388], [0.814, 2.161, 0.693], [1.911, 2.889, 0.220], [2.421, 2.707, -1.057], [3.523, 3.490, -1.468], [4.680, 3.574, -0.599], [5.704, 2.487, -0.941], [6.118, 2.654, -2.373], [4.933, 2.584, -3.295], [3.916, 3.641, -2.857], [-2.601, 0.029, 2.326], [-2.649, 0.189, 3.533], [-3.463, -0.643, 1.649], [0.190, 0.347, -2.096], [-1.089, 1.753, 3.384], [0.653, 4.278, 2.730], [0.896, 1.802, 4.583], [1.012, 3.536, 5.097], [2.831, 2.082, 3.042], [2.995, 3.832, 3.524], [2.351, 3.638, 0.861], [4.396, 3.468, 0.443], [5.143, 4.560, -0.717], [5.252, 1.501, -0.838], [6.585, 2.549, -0.305], [6.805, 1.947, -2.630], [6.564, 3.567, -2.480], [4.514, 1.585, -3.216], [5.264, 2.750, -4.319], [3.055, 3.619, -3.514], [4.374, 4.632, -2.964]], "forces_ev_per_a": [[-0.40, 0.32, -0.42], [-0.01, 0.31, -0.04], [-0.39, -0.93, 0.49], [0.15, 0.51, -0.07], [0.52, 0.67, -0.47], [-0.23, -0.55, -0.06], [0.02, 0.20, 0.00], [0.04, 0.06, -0.04], [-0.02, -0.24, 0.18], [0.25, 0.18, 0.19], [-0.38, -0.28, -0.01], [1.01, 0.67, 0.20], [-0.45, -0.05, -0.04], [-0.12, -0.84, 0.09], [-0.06, -0.07, 0.06], [0.08, 0.07, 0.03], [-0.01, -0.05, 0.02], [0.01, 0.01, -0.03], [0.00, -0.01, 0.01], [0.00, 0.00, 0.01], [0.01, 0.08, -0.06], [-0.03, 0.02, 0.03], [0.16, 0.17, 0.03], [0.00, -0.08, 0.04], [0.00, 0.03, 0.02], [-0.02, 0.14, -0.11], [0.13, 0.11, 0.13], [0.10, 0.01, 0.01], [-0.22, -0.31, -0.09], [0.05, -0.02, -0.01], [-0.06, -0.11, 0.19], [-0.01, 0.10, 0.00], [-0.06, -0.03, 0.10], [0.10, -0.01, -0.01], [-0.01, -0.12, -0.25], [0.09, 0.12, 0.07], [-0.22, -0.09, 0.00], [0.19, 0.04, -0.09], [0.01, -0.16, -0.14], [-0.23, 0.13, 0.41], [0.00, -0.05, -0.03], [-0.44, 0.13, -0.21], [0.02, -0.11, 0.16], [0.22, 0.28, 0.16], [-0.10, -0.04, -0.14], [-0.10, -0.18, -0.01], [0.00, 0.03, -0.03], [0.04, 0.02, 0.01], [0.03, 0.01, 0.01], [0.02, -0.01, -0.06], [0.00, 0.05, -0.06], [-0.07, -0.02, -0.02], [-0.03, 0.02, 0.01], [-0.01, 0.01, -0.04], [0.03, -0.02, 0.01], [0.00, 0.02, 0.06], [0.06, -0.04, -0.09], [0.08, 0.00, -0.11], [0.05, 0.00, -0.01], [0.09, -0.02, -0.03], [0.05, -0.06, 0.05], [0.15, 0.02, 0.06], [-0.04, -0.07, -0.05], [-0.03, 0.02, -0.01]], "mulliken_charge": [1.226, -0.607, 0.231, -0.694, -0.290, 0.038, -0.873, -0.925, 0.141, -0.561, -0.261, 0.372, -0.494, -0.402, 0.507, 0.559, 0.349, 0.373, 0.340, 0.418, 0.534, 0.619, -0.375, 0.669, -1.143, 0.427, 1.714, -0.995, -0.502, -0.230, 0.257, -0.237, -0.981, -0.384, -0.757, -0.493, -0.153, 0.066, -0.745, -0.756, -0.091, -0.600, -1.019, 0.402, -0.684, -0.719, 0.607, 0.747, 0.353, 0.347, 0.274, 0.230, 0.290, 0.934, 0.370, 0.344, 0.359, 0.448, 0.347, 0.371, 0.450, 0.351, 0.497, 0.410], "e_above_lowest_kj_mol": 44.4, "homo_energy_ev": [-10.14, -10.78], "multiplicity": 3, "total_charge": 1}



# 2
{"formula": "C4H10NOS2", "method": "ωB97M-V/def2-TZVPD", "species": ["C", "C", "C", "C", "N", "O", "S", "S", "H", "H", "H", "H", "H", "H", "H", "H", "H", "H"], "coordinates": [[-1.343, -1.204, -0.279], [-2.234, 0.016, -0.474], [-0.260, 0.659, 0.831], [2.089, 1.237, -0.154], [-0.201, -0.781, 0.586], [1.458, 1.117, 1.040], [-1.088, 1.444, -0.526], [2.227, -0.393, -1.072], [-1.891, -2.024, 0.187], [-0.947, -1.539, -1.239], [-2.792, -0.017, -1.402], [-2.924, 0.165, 0.355], [-0.573, 0.958, 1.827], [1.582, 1.905, -0.862], [3.099, 1.604, 0.035], [-0.158, -1.306, 1.463], [0.753, -0.912, 0.027], [3.203, -0.927, -0.342]], "forces_ev_per_a": [[-0.54, -0.21, -0.46], [0.15, 0.32, 0.03], [3.91, 1.88, 0.76], [0.38, -0.13, -0.98], [0.40, -0.45, 0.16], [-4.38, -1.07, 0.27], [0.07, -0.35, 0.22], [0.10, 0.39, -0.45], [0.18, 0.05, 0.02], [0.08, 0.02, 0.16], [-0.04, -0.07, -0.11], [-0.05, -0.07, -0.04], [-0.01, -0.24, -0.04], [0.17, -0.12, 0.02], [-0.06, -0.01, -0.04], [0.06, 0.11, -0.13], [-0.61, 0.01, 0.39], [0.20, -0.06, 0.23]], "mulliken_charge": [-0.424, -0.630, -0.166, -0.242, 0.064, -0.438, -0.016, -0.283, 0.332, 0.255, 0.458, 0.342, 0.372, 0.274, 0.395, 0.396, 0.095, 0.217], "e_above_lowest_kj_mol": 112.2, "homo_energy_ev": -13.85, "multiplicity": 1, "total_charge": 1}